[1]
19
Properties=species:S:1:pos:R:3 method="wB97M-V/def2-TZVPD" e_tot_ha=-273.7947 max_force_ev_per_a=4.3 orbital_gap_ev=9.88 e_homo_ev=-8.9
C -2.07 -0.01 0.49
C -1.21 -0.61 -0.60
C -0.03 0.07 -1.24
C 0.62 1.27 -0.53
C 1.40 0.70 0.68
C 0.96 -0.77 0.87
C 0.18 -1.16 -0.39
H -2.84 0.64 0.06
H -2.58 -0.80 1.06
H -1.50 0.59 1.21
H -1.80 -1.20 -1.31
H 0.06 0.03 -2.33
H 1.33 1.77 -1.19
H -0.12 2.03 -0.24
H 2.80 0.67 0.30
H 2.18 1.21 1.24
H 0.37 -0.94 1.79
H 1.85 -1.39 0.97
H 0.42 -2.12 -0.85

***

[2]
17
Properties=species:S:1:pos:R:3 method="wB97M-V/def2-TZVPD" e_tot_ha=-611.7876 max_force_ev_per_a=1.1 orbital_gap_ev=4.70 e_homo_ev=-5.5
C -2.23 0.38 -1.08
C -1.47 0.42 0.24
S -1.70 2.00 1.14
H -1.71 0.98 -1.84
H -3.23 0.80 -0.92
H -2.43 -0.64 -1.44
H -0.40 0.44 0.08
H -1.72 -0.44 0.87
C 1.51 -0.71 0.82
C 1.01 -1.57 -0.02
N 2.22 0.50 0.35
H 1.43 -0.67 1.90
H 0.58 -2.54 0.19
H 0.97 -1.30 -1.07
H 2.58 0.40 -0.60
H 1.60 1.33 0.37
H 3.01 0.65 1.00

***

[3]
8
Properties=species:S:1:pos:R:3 method="wB97M-V/def2-TZVPD" e_tot_ha=-1570.1308 max_force_ev_per_a=2.6 orbital_gap_ev="6.24 / 6.25" e_homo_ev="-9.3 / -9.3"
C -1.17 -0.13 0.41
O -0.45 1.36 -1.64
F -0.51 -0.94 1.24
F -2.17 0.43 1.12
S 2.39 0.15 0.04
S -0.07 1.28 -0.25
Cl 3.58 -1.44 -0.50
H -1.59 -0.70 -0.43